# C37H46BN9O2RuS3

A molecular structure, C37H46BN9O2RuS3 at a distorted geometry (wB97M-V/def2-TZVPD, the OMol25 dataset).

```
! RIJCOSX wB97M-V def2-TZVPD def2/J DEFGRID3
* xyz 1 2
Ru 0.072 -0.419 0.590
C 0.157 -4.679 -0.492
C -1.335 -4.991 -0.603
C -1.854 -4.821 -2.029
C -1.543 -6.442 -0.177
N -2.120 -4.097 0.321
C -2.907 -4.574 1.364
C -3.475 -3.512 1.951
N -3.055 -2.379 1.284
B -3.523 -0.991 1.814
N -2.740 -0.559 3.077
C -3.395 0.208 4.022
C -2.538 0.454 5.022
N -1.331 -0.154 4.690
C -1.471 -0.771 3.486
S -0.262 -1.669 2.615
C -0.127 -0.164 5.596
C 1.070 0.459 4.886
C -0.427 0.662 6.845
C 0.156 -1.607 6.014
N -3.560 0.090 0.695
C -4.612 0.048 -0.193
C -4.484 1.080 -1.035
N -3.330 1.768 -0.676
C -2.766 1.136 0.392
S -1.302 1.547 1.233
C -2.968 3.007 -1.461
C -1.666 3.668 -1.031
C -2.838 2.599 -2.932
C -4.105 4.015 -1.275
C -2.222 -2.742 0.292
S -1.424 -1.632 -0.795
H 0.714 -5.418 -1.073
H 0.480 -4.741 0.550
H 0.392 -3.692 -0.876
H -1.313 -5.498 -2.695
H -1.713 -3.802 -2.387
H -2.916 -5.069 -2.076
H -0.975 -7.076 -0.858
H -2.591 -6.742 -0.244
H -1.175 -6.626 0.835
H -2.990 -5.615 1.612
H -4.141 -3.457 2.798
H -4.666 -1.144 2.169
H -4.423 0.508 3.896
H -2.691 1.013 5.925
H 0.818 1.462 4.529
H 1.392 -0.136 4.039
H 1.897 0.537 5.597
H -0.650 1.703 6.598
H 0.465 0.653 7.471
H -1.246 0.242 7.432
H 0.408 -2.223 5.152
H -0.715 -2.035 6.515
H 0.998 -1.624 6.710
H -5.369 -0.719 -0.141
H -5.112 1.378 -1.855
H -0.808 3.009 -1.160
H -1.692 4.000 0.005
H -1.531 4.543 -1.671
H -2.087 1.813 -3.038
H -2.520 3.463 -3.519
H -3.778 2.237 -3.349
H -4.218 4.268 -0.219
H -5.058 3.636 -1.645
H -3.871 4.929 -1.824
C 6.497 -1.584 -5.040
O 6.143 -0.354 -5.670
C 5.798 0.678 -4.896
C 5.389 1.835 -5.571
C 4.998 2.944 -4.868
C 4.974 2.924 -3.460
C 5.452 1.780 -2.789
C 5.859 0.668 -3.497
N 4.510 4.053 -2.827
N 4.239 4.099 -1.589
C 3.392 3.355 -0.908
C 3.570 3.386 0.519
C 2.983 2.483 1.330
C 2.093 1.501 0.785
O 1.608 0.591 1.472
C 1.717 1.596 -0.624
N 0.748 0.743 -1.021
C 0.343 0.793 -2.283
C 0.845 1.727 -3.183
C 1.832 2.599 -2.781
C 2.328 2.511 -1.477
H 6.604 -2.310 -5.837
H 5.718 -1.912 -4.352
H 7.443 -1.493 -4.506
H 5.399 1.832 -6.654
H 4.688 3.849 -5.379
H 5.531 1.790 -1.709
H 6.239 -0.192 -2.962
H 4.263 4.120 0.917
H 3.173 2.474 2.397
H -0.423 0.088 -2.575
H 0.451 1.764 -4.190
H 2.207 3.346 -3.465
*
```

Values from the calculation:
E = -92384.253 eV
highest occupied orbital energy (spin up / spin down) = -0.348 / -0.348 Ha
HOMO-LUMO gap (spin up / spin down) = 5.77 / 5.46 eV
maximum force = 0.0296 hartree/bohr